Here is the ion C4H5N2O5P with charge -2 from OMol25. Energies are from ωB97M-V/def2-TZVPD.

Results
- HOMO level (eV) = 0.741
- Kohn-Sham gap (eV) = 5.51
- net charge = -2
- DFT total energy (Eh) = -982.57323
- SMILES = CN1C(=O)NC(=O)[C@H]([O-])[P@]1(=O)[O-]
- multiplicity = 1
- molecular weight (g mol⁻¹) = 192.07

```
17
Properties=species:S:1:pos:R:3:lowdin_charge:R:1
C 0.998 0.802 0.671 -0.119
N 0.072 0.079 -0.160 -0.147
C -0.361 -1.154 0.166 -0.614
O 0.090 -1.728 1.145 -0.020
N -1.316 -1.704 -0.660 0.136
C -1.973 -1.072 -1.789 -0.472
O -2.284 -1.840 -2.688 0.006
C -2.233 0.417 -1.681 -0.575
O -2.952 1.021 -2.546 -0.254
P -0.230 0.743 -1.775 0.448
O 0.003 2.220 -1.699 -0.405
O 0.604 -0.112 -2.674 -0.385
H 1.686 0.009 1.033 0.076
H 1.235 1.687 0.079 0.052
H 0.636 1.295 1.592 0.065
H -1.231 -2.690 -0.888 0.129
H -2.457 0.554 -0.669 0.078
```



Here is a cluster of 2 separate species, C2H5IN4P in total from OMol25. Energies are from ωB97M-V/def2-TZVPD.

Results
- HOMO level (eV) = -13.520
- Kohn-Sham gap (eV) = 7.62
- net charge = +1
- DFT total energy (Eh) = -936.92268
- multiplicity = 1
- molecular weight (g mol⁻¹) = 242.97

```
13
Properties=species:S:1:pos:R:3:lowdin_charge:R:1
C 1.959 1.680 -0.408 -0.567
C -1.032 -0.234 -0.059 -0.373
N 2.196 2.489 -1.161 0.198
N -1.196 -1.476 0.276 0.118
N 1.720 0.755 0.502 -0.789
N -1.469 0.363 -1.131 0.137
P 0.505 0.907 1.634 1.020
I 2.696 -1.150 0.036 0.853
H -1.461 -2.337 -0.223 0.153
H -0.682 -1.737 1.093 0.059
H -2.238 -0.215 -1.544 0.149
H -1.649 1.375 -1.185 0.140
H 0.651 -0.419 2.171 -0.098
```



Here is a structure of composition C24H39GeKN2O from OMol25. Energies are from ωB97M-V/def2-TZVPD.

Results
- HOMO level (eV) = -6.145
- Kohn-Sham gap (eV) = 6.23
- DFT total energy (Eh) = -3799.45042
- multiplicity = 1
- molecular weight (g mol⁻¹) = 483.30

```
68
Properties=species:S:1:pos:R:3:lowdin_charge:R:1
K 0.326 0.451 0.037 0.708
C 2.012 -2.628 4.871 -0.112
C 2.019 -2.562 3.462 -0.115
C 1.280 -1.604 2.822 -0.087
C 0.483 -0.649 3.515 -0.242
C -0.274 0.340 2.790 -0.160
C -1.019 1.177 3.601 -0.202
C -1.049 1.103 5.015 -0.120
C -0.310 0.166 5.679 -0.078
C 0.481 -0.745 4.938 -0.192
C 1.257 -1.740 5.584 -0.059
H 2.596 -3.384 5.382 0.091
H 2.605 -3.273 2.892 0.088
H 1.289 -1.589 1.734 0.062
H -1.634 1.959 3.153 0.045
H -1.660 1.803 5.577 0.088
H -0.318 0.103 6.762 0.098
H 1.237 -1.786 6.668 0.103
C -3.067 -0.716 -3.189 -0.059
C -2.716 -0.541 -1.721 -0.517
C -3.936 -0.264 -0.857 -0.061
O -1.716 0.467 -1.551 -0.434
H -3.743 -1.563 -3.321 0.083
H -2.165 -0.895 -3.775 0.082
H -3.563 0.177 -3.576 0.062
H -2.249 -1.463 -1.359 0.138
H -4.456 0.638 -1.191 0.069
H -3.641 -0.141 0.186 0.084
H -4.638 -1.096 -0.921 0.086
C -1.140 5.044 2.118 -0.105
C -2.552 5.002 1.542 -0.263
C -2.612 4.405 0.136 -0.290
C -2.306 2.907 0.092 -0.290
Ge -2.068 2.235 -1.734 0.900
C -0.453 3.032 -2.520 -0.280
C 0.591 3.545 -1.522 -0.301
C 1.628 4.451 -2.182 -0.271
C 2.687 4.931 -1.196 -0.107
H -1.138 5.510 3.103 0.073
H -0.482 5.632 1.471 0.068
H -0.708 4.050 2.231 0.055
H -2.952 6.018 1.504 0.103
H -3.206 4.429 2.205 0.108
H -1.915 4.963 -0.503 0.095
H -3.607 4.571 -0.289 0.106
H -3.092 2.342 0.598 0.077
H -1.384 2.672 0.634 0.039
H -3.272 2.412 -2.670 0.009
H -0.801 3.874 -3.127 0.069
H -0.002 2.325 -3.222 0.076
H 1.146 2.730 -1.045 0.057
H 0.108 4.099 -0.712 0.087
H 1.120 5.309 -2.632 0.109
H 2.105 3.905 -3.002 0.108
H 2.231 5.492 -0.378 0.072
H 3.420 5.579 -1.679 0.069
H 3.221 4.083 -0.760 0.066
C 6.063 0.322 -0.155 -0.033
N 5.275 0.400 -1.381 -0.206
C 5.927 0.938 -2.567 -0.040
C 3.960 0.467 -1.286 -0.282
N 2.807 0.503 -1.207 0.118
H 6.925 -0.322 -0.328 0.091
H 5.458 -0.105 0.641 0.097
H 6.413 1.310 0.153 0.093
H 6.786 0.315 -2.816 0.090
H 6.269 1.963 -2.400 0.092
H 5.232 0.926 -3.402 0.094
```



Here is an isolated molecule of C4H4N2 from OMol25. Energies are from ωB97M-V/def2-TZVPD.

Results
- HOMO level (eV) = -9.444
- Kohn-Sham gap (eV) = 9.98
- DFT total energy (Eh) = -264.25232
- SMILES = c1cncnc1
- multiplicity = 1
- molecular weight (g mol⁻¹) = 80.09

```
10
Properties=species:S:1:pos:R:3:lowdin_charge:R:1
C 1.265 0.505 -0.032 -0.053
C 0.044 1.249 0.008 -0.119
N -1.160 0.767 -0.106 0.047
C -1.236 -0.549 0.104 -0.147
N -0.073 -1.324 0.015 0.089
C 1.070 -0.721 -0.022 -0.254
H 2.109 0.949 0.110 0.058
H 0.120 2.339 0.313 0.128
H -2.351 -0.944 -0.069 0.148
H 1.898 -1.344 -0.067 0.104
```



Here is an isolated molecule of C13H14N2S2 from OMol25. Energies are from ωB97M-V/def2-TZVPD.

Results
- HOMO level (eV) = -8.171
- Kohn-Sham gap (eV) = 8.62
- DFT total energy (Eh) = -1409.61467
- SMILES = Cc1cn(C2(c3ccccc3)SCCS2)cn1
- multiplicity = 1
- molecular weight (g mol⁻¹) = 262.40

```
31
Properties=species:S:1:pos:R:3:lowdin_charge:R:1
C 1.515 1.977 7.511 -0.050
C 1.290 1.062 6.303 -0.334
C 1.008 1.429 4.986 -0.085
N 0.712 0.286 4.260 -0.077
C 0.405 0.046 2.704 -0.768
C -1.084 -0.055 2.090 -0.250
C -1.729 -1.260 1.792 -0.070
C -3.136 -1.283 1.646 -0.077
C -3.867 -0.097 1.601 -0.100
C -3.178 1.110 1.668 -0.074
C -1.770 1.131 1.805 -0.071
S 1.233 1.393 1.843 0.929
C 2.846 0.668 1.531 -0.495
C 2.892 -0.749 2.105 -0.504
S 1.251 -1.444 2.198 0.932
C 0.943 -0.750 5.154 -0.190
N 1.278 -0.324 6.398 0.085
H 1.456 3.023 7.171 0.070
H 0.761 1.842 8.289 0.069
H 2.484 1.835 7.987 0.065
H 0.972 2.444 4.579 0.104
H -1.208 -2.222 1.765 0.082
H -3.679 -2.244 1.618 0.111
H -4.958 -0.112 1.488 0.107
H -3.731 2.061 1.666 0.109
H -1.268 2.088 1.797 0.078
H 3.127 0.608 0.477 0.077
H 3.580 1.329 2.006 0.076
H 3.472 -1.408 1.460 0.076
H 3.325 -0.797 3.111 0.080
H 0.834 -1.793 4.866 0.097
```



Here is an isolated molecule of C2H5NS2 from OMol25. Energies are from ωB97M-V/def2-TZVPD.

Results
- HOMO level (alpha / beta) (eV) = -4.954 / -8.776
- Kohn-Sham gap (alpha / beta) (eV) = 5.50 / 5.17
- DFT total energy (Eh) = -930.08532
- multiplicity = 3
- ⟨S²⟩ = 2.02
- molecular weight (g mol⁻¹) = 107.20

```
10
Properties=species:S:1:pos:R:3:lowdin_charge:R:1
C 0.937 -0.116 -0.738 -0.526
C -0.467 -0.708 1.138 -0.498
N 0.378 -0.910 -0.017 -0.154
S 1.903 -1.022 -2.323 0.755
S -1.019 1.075 1.562 0.644
H 1.262 0.832 -0.464 0.007
H -1.444 -1.204 1.033 0.064
H 0.210 -0.956 1.966 0.068
H 2.535 0.142 -2.464 -0.168
H -2.064 1.063 0.778 -0.192
```



Here is a structure of composition C3HO3Sn from OMol25. Energies are from ωB97M-V/def2-TZVPD.

Results
- HOMO level (eV) = -12.507
- Kohn-Sham gap (eV) = 5.54
- net charge = +1
- DFT total energy (Eh) = -554.55169
- multiplicity = 1
- molecular weight (g mol⁻¹) = 203.75

```
8
Properties=species:S:1:pos:R:3:lowdin_charge:R:1
H 0.524 -2.151 1.440 0.144
O 2.562 0.120 1.674 0.204
C 1.568 -0.397 1.327 -0.136
C 0.526 -1.150 0.989 -0.261
O -0.430 -0.878 0.092 -0.478
C -1.825 1.353 -1.088 -0.084
O -2.696 2.003 -0.788 0.244
Sn -0.446 -0.303 -1.606 1.368
```



Here is a cluster of 2 separate species, C12H19P in total from OMol25. Energies are from ωB97M-V/def2-TZVPD.

Results
- HOMO level (eV) = -7.946
- Kohn-Sham gap (eV) = 8.51
- DFT total energy (Eh) = -809.80327
- SMILES = CCC(C)(C)C#P.C1=CCCC=C1
- multiplicity = 1
- molecular weight (g mol⁻¹) = 194.26

```
32
Properties=species:S:1:pos:R:3:lowdin_charge:R:1
C 0.792 -2.478 1.784 -0.114
C 0.568 -1.002 2.140 -0.210
C -0.903 -0.521 1.674 -0.640
C -0.961 0.972 2.028 -0.029
C -1.926 -1.418 2.452 -0.052
C -1.032 -0.725 0.265 -0.587
P -1.596 -0.976 -1.141 0.924
H 1.077 -2.440 0.732 0.064
H -0.148 -3.130 1.977 0.099
H 1.576 -2.752 2.390 0.035
H 1.366 -0.457 1.603 0.092
H 0.676 -1.068 3.246 0.118
H -0.282 1.184 2.855 0.085
H -0.755 1.424 1.134 0.009
H -2.078 1.109 2.375 0.126
H -1.970 -1.113 3.563 0.124
H -1.904 -2.439 2.131 0.056
H -2.804 -1.016 2.019 0.051
C 1.567 -0.147 -2.047 -0.093
C 1.307 0.756 -1.061 -0.140
C 0.575 2.034 -1.386 -0.196
C -0.256 2.020 -2.700 -0.216
C 0.452 1.282 -3.771 -0.129
C 1.145 0.206 -3.434 -0.114
H 2.078 -0.966 -1.896 0.039
H 1.757 0.714 -0.057 0.094
H 1.417 2.929 -1.394 0.166
H -0.169 2.406 -0.672 0.083
H -1.135 1.433 -2.699 0.053
H -0.355 3.110 -2.978 0.126
H 0.434 1.369 -4.877 0.114
H 1.485 -0.297 -4.256 0.061
```



Computed values of maximum force (unit: hartree/bohr) for the preceding records, in sequence: 0.067; 0.080; 0.007; 0.186; 0.047; 0.159; 0.118; 0.126.